[1]
Computed, not measured: an isolated molecule of C2H2N2OS2 in a non-equilibrium geometry, with wB97M-V/def2-TZVPD.

Geometry (Å):
1 C -0.12672 1.02857 -0.15002
2 C 1.54595 -0.30305 -0.29741
3 H -1.85121 -0.96877 1.26853
4 H -1.00385 1.79558 0.21688
5 N -0.78781 -0.14751 -0.58294
6 N 1.11140 1.14483 -0.00253
7 O 0.38586 -0.97744 -0.52363
8 S -2.36206 -0.77588 0.03052
9 S 3.08845 -0.79635 0.04061

Cartesian forces (eV/Å) of the 6 atoms listed first:
C -6.2 3.1 1.8
C -0.6 2.7 1.9
H -0.5 -0.1 0.0
H 2.7 -1.3 -1.2
N 2.1 0.9 0.4
N 0.8 -3.0 -1.1

The structure (SMILES) is S=c1ncn(S)o1. The molar mass is 134.19 Da. The charge is 0. Its HOMO energy is -9.060 eV.

=====

[2]
Computed, not measured: a cluster of 2 separate species, C2H2N2OS2 in total in a non-equilibrium geometry, with wB97M-V/def2-TZVPD.

Geometry (Å):
1 C 0.69483 -0.77150 0.20041
2 C 0.48346 -0.84799 1.65585
3 N -0.90951 0.65657 0.30467
4 N -0.02285 0.10164 -0.36999
5 O 1.02300 -1.49278 2.49840
6 S 1.06890 2.06837 -1.63442
7 S -0.96452 0.14311 1.98074
8 H 1.37018 -1.29113 -0.40238
9 H -1.62023 1.26268 -0.12138

Cartesian forces (eV/Å) of the 6 atoms listed first:
C 0.2 0.1 1.7
C -0.5 -0.7 -0.7
N -3.0 1.7 2.9
N 0.8 -0.1 -3.4
O 0.7 -0.4 0.6
S -0.1 -0.2 0.0

The molar mass is 134.19 Da. The charge is 0. Its HOMO energy (alpha / beta) is -9.307 / -9.327 eV.

=====

[3]
Computed, not measured: a cluster of 2 separate species, C2H2N3O2 in total in a non-equilibrium geometry, with wB97M-V/def2-TZVPD.

Geometry (Å):
1 C -0.56171 -0.72376 -0.56879
2 C -0.13449 0.51450 -0.18779
3 N -1.55104 -0.52056 -1.48766
4 N -1.60088 0.74078 -1.82060
5 N 2.46837 -0.64646 1.81071
6 O 1.95320 -0.03575 2.75397
7 O -0.66232 1.41778 -0.99616
8 H -0.31511 -1.75151 -0.19277
9 H 0.40398 1.00497 0.68908

Cartesian forces (eV/Å) of the 6 atoms listed first:
C -0.4 -0.9 1.1
C 1.4 1.0 1.5
N 0.6 2.2 -1.3
N 0.3 -2.0 0.9
N 0.2 -0.4 -0.7
O -0.4 0.5 0.5

The molar mass is 100.06 Da. The charge is -1. Its HOMO energy (alpha / beta) is -0.415 / -0.483 eV.

=====

[4]
Computed, not measured: the ion C2H2N3OS with charge -1 in a non-equilibrium geometry, with wB97M-V/def2-TZVPD.

Geometry (Å):
1 C -0.64392 -1.13050 -0.06307
2 C -0.70588 1.34192 -0.02360
3 N -1.11505 -2.16400 0.07539
4 N 1.45476 -0.15318 -0.03427
5 N 0.00225 0.01058 0.00814
6 O 0.02734 2.30695 -0.08977
7 S -2.39280 1.18033 0.05396
8 H 1.63101 -0.76212 -0.81906
9 H 1.74230 -0.62998 0.89228

Cartesian forces (eV/Å) of the 6 atoms listed first:
C -0.2 0.7 0.9
C 0.9 -0.1 -0.1
N -0.6 -1.8 -0.4
N -0.8 0.1 2.0
N 1.3 0.7 -0.4
O -0.2 -0.2 0.1

The structure (SMILES) is N#CN(N)C([O-])=S. The molar mass is 116.12 Da. The charge is -1. Its HOMO energy is -3.816 eV.

=====

[5]
Computed, not measured: a cluster of 3 separate species, C2H2N4 in total in a non-equilibrium geometry, with wB97M-V/def2-TZVPD.

Geometry (Å):
1 C -1.10612 -1.77815 -2.44526
2 C 0.24564 0.25020 0.21163
3 N 1.27150 2.39268 3.95058
4 N -0.12934 -2.32814 -2.24095
5 N 0.46983 1.32055 -0.11655
6 N 1.34761 2.11922 2.88658
7 H -1.97936 -1.28720 -2.88153
8 H -0.11976 -0.68917 0.63549

Cartesian forces (eV/Å) of the 6 atoms listed first:
C -1.2 0.7 -1.2
C -0.8 -1.0 0.8
N 0.1 -0.4 -1.7
N 0.6 -0.3 0.6
N 0.3 0.3 -0.3
N -0.1 0.5 1.8

The structure (SMILES) is C#N.C#N.N#N. The molar mass is 82.07 Da. The charge is 0. Its HOMO energy is -12.583 eV.

=====

[6]
Computed, not measured: an isolated molecule of C2H2N4 in a non-equilibrium geometry, with wB97M-V/def2-TZVPD.

Geometry (Å):
1 C -0.62143 -0.48180 -0.42433
2 C 0.31124 0.48787 0.57300
3 N -0.76148 0.21114 -1.63867
4 N -0.01885 -0.75933 -1.74355
5 N 0.93788 0.06739 1.82607
6 N 1.67464 0.09309 0.86771
7 H -1.40475 -1.12997 0.03927
8 H -0.11725 1.51161 0.50050

Cartesian forces (eV/Å) of the 6 atoms listed first:
C 2.1 0.8 3.9
C -3.0 -1.6 -1.7
N -0.5 0.0 -1.9
N -0.5 0.5 0.6
N -0.7 -0.5 0.3
N 0.7 0.7 -0.6

The structure (SMILES) is N1=NC1C1N=N1. The molar mass is 82.07 Da. The charge is 0. Its HOMO energy is -10.461 eV.

=====

[7]
Computed, not measured: an isolated molecule of C2H2N4O in a non-equilibrium geometry, with wB97M-V/def2-TZVPD.

Geometry (Å):
1 C -0.47529 -1.04332 1.46072
2 C 0.25353 0.10976 -0.52798
3 N -0.99916 -1.26525 2.47376
4 N 0.80951 -0.39843 -1.66751
5 N 0.04514 -0.90418 0.27276
6 N 0.07855 1.37602 -0.20287
7 O 0.51963 -1.58185 -1.69705
8 H 0.13283 2.28920 -0.78749
9 H -0.36475 1.41804 0.67567

Cartesian forces (eV/Å) of the 6 atoms listed first:
C -0.6 0.8 0.5
C -1.6 -1.8 4.6
N 0.3 0.1 -0.2
N 1.0 -2.2 -3.1
N 0.0 1.1 0.8
N 0.3 3.0 -2.0

The structure (SMILES) is N#C/N=C(\N)N=O. The molar mass is 98.06 Da. The charge is 0. Its HOMO energy (alpha / beta) is -9.751 / -9.737 eV.

=====

[8]
Computed, not measured: an isolated molecule of C2H2N4O in a non-equilibrium geometry, with wB97M-V/def2-TZVPD.

Geometry (Å):
1 C 1.04526 0.44728 -0.06417
2 C -0.36345 0.20808 -0.40269
3 H 2.75175 -0.34486 0.55122
4 H 1.39005 1.51136 0.37290
5 N -1.45333 0.92811 -0.16319
6 N -2.46643 0.16735 0.01927
7 N -2.02722 -1.09677 0.03358
8 N -0.73895 -1.21070 -0.21294
9 O 1.86233 -0.60985 -0.13398

Cartesian forces (eV/Å) of the 6 atoms listed first:
C -2.8 0.7 0.0
C 3.1 -3.4 2.1
H -3.7 -1.3 -3.2
H -0.6 -2.6 -1.2
N -0.4 2.9 -0.5
N 1.1 0.7 0.0

The structure (SMILES) is OC=C1N=NN=N1. The molar mass is 98.06 Da. The charge is 0. Its HOMO energy is -10.400 eV.

=====

[9]
Computed, not measured: an isolated molecule of C2H2N4O2 in a non-equilibrium geometry, with wB97M-V/def2-TZVPD.

Geometry (Å):
1 C 0.19624 -0.42448 -0.09055
2 C 0.03324 1.12377 -0.13513
3 H 1.46922 -1.85075 0.36405
4 H 2.18610 -0.10311 0.33521
5 N 1.49210 -0.79981 -0.00006
6 N -0.81682 -1.28178 -0.23652
7 N -1.97701 -0.61047 -0.08529
8 N -2.37063 0.51857 -0.01815
9 O -1.20921 1.61543 0.07475
10 O 0.99678 1.81262 -0.20832

Cartesian forces (eV/Å) of the 6 atoms listed first:
C 0.2 0.9 -0.7
C -2.2 -0.3 1.2
H 1.0 3.0 -1.1
H -0.9 -0.9 -0.5
N -1.5 -3.0 1.5
N 2.0 1.8 1.1

The structure (SMILES) is Nc1nnnoc1=O. The molar mass is 114.06 Da. The charge is 0. Its HOMO energy is -10.483 eV.

=====

[10]
Computed, not measured: an isolated molecule of C2H2N4O2 in a non-equilibrium geometry, with wB97M-V/def2-TZVPD.

Geometry (Å):
1 C -1.10008 0.57778 0.25681
2 C 0.94448 -0.80750 -0.32628
3 H -2.01871 2.07270 0.98181
4 H 2.78285 -1.01027 -0.70876
5 N -0.00043 1.25895 0.05305
6 N 1.07970 0.51393 -0.18052
7 N -0.19608 -1.48251 -0.16981
8 N -1.23332 -0.76850 0.19790
9 O -2.23001 1.17739 0.64518
10 O 1.97160 -1.53198 -0.74939

Cartesian forces (eV/Å) of the 6 atoms listed first:
C -0.6 -1.2 0.5
C -0.5 1.3 -0.3
H -0.1 -0.5 -0.4
H -0.1 0.2 -0.1
N 0.8 -0.8 0.2
N 0.0 -0.1 -0.4

The structure (SMILES) is Oc1nnc(O)nn1. The molar mass is 114.06 Da. The charge is 0. Its HOMO energy is -9.825 eV.

=====

[11]
Computed, not measured: an isolated molecule of C2H2N4O3 in a non-equilibrium geometry, with wB97M-V/def2-TZVPD.

Geometry (Å):
1 C -0.56635 0.80084 0.67153
2 C 0.62867 -0.73315 -0.55230
3 H 0.20208 2.78857 0.87666
4 H -1.28766 2.45402 1.53878
5 N -0.52508 2.11933 0.99367
6 N 1.70105 -1.39973 -0.78437
7 N 1.20780 -2.58199 -1.34533
8 N -0.03397 -2.60388 -1.45622
9 O -1.38142 0.05937 1.06584
10 O 0.54923 0.47379 -0.06379
11 O -0.49435 -1.37719 -0.94446

Cartesian forces (eV/Å) of the 6 atoms listed first:
C 0.9 2.4 1.0
C -1.1 -1.8 -1.0
H 0.7 -0.2 -0.5
H -0.4 -0.1 0.3
N -0.3 0.1 -0.1
N -0.5 -0.8 -0.2

The structure (SMILES) is NC(=O)Oc1nnno1. The molar mass is 130.06 Da. The charge is 0. Its HOMO energy is -11.295 eV.

=====

[12]
Computed, not measured: an isolated molecule of C2H2N4OS, with wB97M-V/def2-TZVPD.

Geometry (Å):
1 C -0.20165 0.92473 -0.00071
2 C 0.50127 -0.38433 -0.00136
3 H 0.07106 2.93154 -0.01282
4 H 1.52707 1.95422 0.01772
5 N 0.53644 2.03478 -0.00025
6 N -1.50442 1.04650 0.00466
7 N -2.22984 -0.11552 -0.00374
8 N -1.79441 -1.25036 -0.00295
9 O -0.30948 -1.42516 0.00608
10 S 2.12660 -0.54592 -0.00157

Cartesian forces (eV/Å) of the 6 atoms listed first:
C -0.2 0.5 0.0
C 0.3 -0.2 0.0
H 0.1 -0.2 0.0
H 0.6 0.0 0.0
N -0.8 -0.1 0.0
N 0.3 -0.3 0.0

The structure (SMILES) is Nc1nnnoc1=S. The molar mass is 130.13 Da. The charge is 0. Its HOMO energy is -9.625 eV.

=====

Repeat the eleventh record exactly.
Computed, not measured: an isolated molecule of C2H2N4O3 in a non-equilibrium geometry, with wB97M-V/def2-TZVPD.

Geometry (Å):
1 C -0.56635 0.80084 0.67153
2 C 0.62867 -0.73315 -0.55230
3 H 0.20208 2.78857 0.87666
4 H -1.28766 2.45402 1.53878
5 N -0.52508 2.11933 0.99367
6 N 1.70105 -1.39973 -0.78437
7 N 1.20780 -2.58199 -1.34533
8 N -0.03397 -2.60388 -1.45622
9 O -1.38142 0.05937 1.06584
10 O 0.54923 0.47379 -0.06379
11 O -0.49435 -1.37719 -0.94446

Cartesian forces (eV/Å) of the 6 atoms listed first:
C 0.9 2.4 1.0
C -1.1 -1.8 -1.0
H 0.7 -0.2 -0.5
H -0.4 -0.1 0.3
N -0.3 0.1 -0.1
N -0.5 -0.8 -0.2

The structure (SMILES) is NC(=O)Oc1nnno1. The molar mass is 130.06 Da. The charge is 0. Its HOMO energy is -11.295 eV.